Record 1
# C3H9N2O3

A cluster of 2 separate species, C3H9N2O3 in total (ωB97M-V/def2-TZVPD, the OMol25 dataset).

The geometry in XYZ format:
```
17
C3H9N2O3 ωB97M-V/def2-TZVPD
O 2.7772 -1.5945 -0.6079
C 1.7988 -1.1259 -0.0470
N 1.6623 -1.1783 1.3285
C 0.6148 -0.3609 -0.7071
N -0.5760 -0.5646 0.2128
C -0.7782 0.7023 0.9739
O -1.1315 1.7074 0.1951
H 0.9936 -0.5635 1.7649
H 2.4383 -1.1550 1.8752
H 0.3937 -1.0461 -1.5374
H 0.8225 0.6795 -0.7903
H -1.4021 -0.9904 -0.3969
H 0.1262 1.0288 1.4036
H -1.4770 0.6187 1.7741
H -1.9987 1.3622 -0.9212
H -1.7983 1.2976 -2.6076
O -2.4655 1.1828 -1.9127
```

**HOMO energy**: -3.8653 eV
**Total charge**: -1
**Largest force on an atom**: 4.52 eV/Å
**HOMO-LUMO gap**: 7.656 eV
**Energy relative to the best compared isomer or geometry (same formula, charge and spin)**: 60.3 kcal per mole
**Electronic energy**: -12379.5085 eV

Mulliken charges, unit e, in atom order:
1 O -0.665
2 C 0.329
3 N -0.387
4 C -0.234
5 N -0.496
6 C -0.643
7 O -0.838
8 H 0.300
9 H 0.236
10 H 0.306
11 H 0.271
12 H 0.297
13 H 0.373
14 H 0.320
15 H 0.370
16 H 0.242
17 O -0.782

Record 2
# C3H9N2OP

A cluster of 2 separate species, C3H9N2OP in total (ωB97M-V/def2-TZVPD, the OMol25 dataset).

The geometry in XYZ format:
```
16
C3H9N2OP ωB97M-V/def2-TZVPD
C 2.0106 -3.0460 -1.3083
C 1.2677 -2.3426 -0.4456
C 0.8588 -1.0546 -0.7544
N -2.1619 2.8000 1.4225
N -0.2159 1.6017 -0.1960
O -0.8796 -0.3436 1.4169
P -0.0158 0.0318 0.2378
H 2.5397 -3.9990 -1.1496
H 2.0819 -2.7414 -2.3820
H 1.1710 -2.5550 0.6529
H 1.2021 -0.6883 -1.6611
H -1.5672 2.6136 2.2911
H -2.7616 1.9509 1.2671
H 0.2389 1.9263 -1.1103
H -0.9968 2.2839 0.2309
H -2.7718 3.5624 1.4881
```

**HOMO energy**: -7.4010 eV
**Total charge**: 0
**Largest force on an atom**: 4.56 eV/Å
**HOMO-LUMO gap**: 7.857 eV
**Energy relative to the best compared isomer or geometry (same formula, charge and spin)**: 44.1 kcal per mole
**Electronic energy**: -17572.3006 eV

Mulliken charges, unit e, in atom order:
1 C -0.804
2 C 0.099
3 C -0.364
4 N -0.855
5 N -0.400
6 O -0.637
7 P 0.612
8 H 0.255
9 H 0.181
10 H 0.227
11 H 0.266
12 H 0.271
13 H 0.268
14 H 0.253
15 H 0.430
16 H 0.196

Record 3
# C3H9N2OP

A cluster of 2 separate species, C3H9N2OP in total (ωB97M-V/def2-TZVPD, the OMol25 dataset).

The geometry in XYZ format:
```
16
C3H9N2OP ωB97M-V/def2-TZVPD
C 0.7736 0.6146 -0.0217
C -0.4053 1.3374 1.7839
C -1.5585 0.1507 0.0626
N 0.3750 -1.0177 -1.7603
N -0.2810 0.5035 0.6305
O 1.8527 1.0555 0.0822
P 1.7283 -1.8005 -1.2889
H 0.4834 1.8151 1.9515
H -1.0981 2.1567 1.4891
H -0.6858 0.7398 2.5421
H -2.0095 -0.5330 0.6689
H -2.2001 0.9497 -0.0028
H -1.1554 -0.3116 -0.9326
H 0.6430 -0.2029 -2.1897
H 2.2592 -2.4966 -2.3278
H 1.2785 -2.9607 -0.6868
```

**HOMO energy (spin up / spin down)**: -7.2889 / -7.0521 eV
**Total charge**: 0
**Largest force on an atom**: 5.04 eV/Å
**HOMO-LUMO gap (spin up / spin down)**: 7.240 / 6.715 eV
**Energy relative to the best compared isomer or geometry (same formula, charge and spin)**: 126.1 kcal per mole
**Electronic energy**: -17568.7428 eV

Mulliken charges, unit e, in atom order:
1 C 0.643
2 C -1.143
3 C -0.894
4 N -0.680
5 N -0.055
6 O -0.407
7 P -0.082
8 H 0.429
9 H 0.346
10 H 0.367
11 H 0.332
12 H 0.334
13 H 0.492
14 H 0.290
15 H 0.025
16 H 0.004

Record 4
# C3H9N2OS

A cluster of 2 separate species, C3H9N2OS in total (ωB97M-V/def2-TZVPD, the OMol25 dataset).

The geometry in XYZ format:
```
16
C3H9N2OS ωB97M-V/def2-TZVPD
C -0.9932 0.3401 2.3233
C 0.1852 0.5890 1.2393
S -0.4866 1.3604 -0.2437
N -2.0685 -0.4863 1.9233
H -1.4583 1.3178 2.5248
H -0.5453 -0.0301 3.2784
H 0.6547 -0.3657 1.0083
H 0.8670 1.2545 1.7854
H -1.7225 -1.4399 1.8103
H -2.3381 -0.2913 0.9745
C 1.6401 -1.3151 -1.8574
N 1.1971 -0.1476 -2.3903
O 1.0851 -1.8039 -0.8746
H 2.6025 -1.7329 -2.4090
H 0.5425 0.4328 -1.8348
H 1.6094 0.2717 -3.2043
```

**HOMO energy**: -2.7492 eV
**Total charge**: -1
**Largest force on an atom**: 2.34 eV/Å
**HOMO-LUMO gap**: 6.507 eV
**Energy relative to the best compared isomer or geometry (same formula, charge and spin)**: 37.5 kcal per mole
**Electronic energy**: -19120.9714 eV

Mulliken charges, unit e, in atom order:
1 C -0.655
2 C -0.482
3 S -0.696
4 N -0.652
5 H 0.273
6 H 0.353
7 H 0.238
8 H 0.233
9 H 0.245
10 H 0.273
11 C 0.120
12 N -0.150
13 O -0.555
14 H 0.211
15 H 0.057
16 H 0.189

Record 5
# C3H9N2OS

A cluster of 2 separate species, C3H9N2OS in total (ωB97M-V/def2-TZVPD, the OMol25 dataset).

The geometry in XYZ format:
```
16
C3H9N2OS ωB97M-V/def2-TZVPD
C -0.3805 -1.0236 0.1166
C -2.4823 -1.9551 1.1296
C 2.9342 3.6554 -1.0118
N -1.5460 -0.8871 0.6388
N 0.0922 -2.1455 -0.2870
O 1.8617 2.9710 -0.3573
S 1.8967 1.5997 0.4658
H -3.4950 -1.6504 1.0767
H -2.6909 -2.7866 0.4548
H -2.3819 -2.3011 2.1068
H 3.3170 4.3661 -0.3948
H 2.4372 4.0739 -1.8698
H 3.8044 3.0150 -1.3131
H -1.9157 0.0514 0.6979
H -0.3828 -3.0137 -0.2012
H 1.0867 -2.1922 -0.2336
```

**HOMO energy (spin up / spin down)**: -12.3411 / -12.2569 eV
**Total charge**: +1
**Largest force on an atom**: 3.35 eV/Å
**HOMO-LUMO gap (spin up / spin down)**: 5.677 / 7.482 eV
**Energy relative to the best compared isomer or geometry (same formula, charge and spin)**: 125.6 kcal per mole
**Electronic energy**: -19108.4966 eV

Mulliken charges, unit e, in atom order:
1 C 0.358
2 C -0.993
3 C -0.466
4 N -0.112
5 N -0.289
6 O -0.214
7 S 0.056
8 H 0.356
9 H 0.325
10 H 0.367
11 H 0.285
12 H 0.238
13 H 0.257
14 H 0.302
15 H 0.237
16 H 0.292

Record 6
# C3H9N2OS2

The ion C3H9N2OS2 with charge +1 (ωB97M-V/def2-TZVPD, the OMol25 dataset).

The geometry in XYZ format:
```
17
C3H9N2OS2 ωB97M-V/def2-TZVPD
N -0.6027 -2.2554 -1.9957
C 0.4952 -1.6568 -1.5331
O 1.5856 -2.1814 -1.4236
C 0.3140 -0.2206 -1.0010
N 1.7226 0.2192 -0.6567
C -0.4015 -0.4106 0.3572
S -1.4042 1.0378 0.8397
S -0.1276 2.0874 2.0422
H -1.4950 -1.8522 -2.2358
H -0.5926 -3.2239 -2.2838
H -0.2526 0.5219 -1.5503
H 1.7327 0.9248 0.0806
H 2.0939 -0.6493 -0.2381
H 2.2644 0.3880 -1.5027
H 0.1520 -0.7441 1.2295
H -1.1732 -1.1646 0.2043
H -0.6583 1.8970 3.2441
```

**HOMO energy**: -12.9980 eV
**Total charge**: +1
**Largest force on an atom**: 2.25 eV/Å
**HOMO-LUMO gap**: 9.754 eV
**Energy relative to the best compared isomer or geometry (same formula, charge and spin)**: 11.7 kcal per mole
**Electronic energy**: -29948.9587 eV
**Structure (SMILES)**: NC(=O)[C@H]([NH3+])CSS

Mulliken charges, unit e, in atom order:
1 N -0.350
2 C 0.640
3 O -0.598
4 C -0.203
5 N -0.244
6 C -1.075
7 S 0.040
8 S -0.212
9 H 0.227
10 H 0.262
11 H 0.451
12 H 0.252
13 H 0.404
14 H 0.349
15 H 0.486
16 H 0.369
17 H 0.201

Record 7
# C3H9N2P

The molecule C3H9N2P (ωB97M-V/def2-TZVPD, the OMol25 dataset).

The geometry in XYZ format:
```
15
C3H9N2P ωB97M-V/def2-TZVPD
N 0.2136 -1.6437 -1.0419
N 0.2089 -0.8141 0.0532
C 0.7220 0.4442 -0.3645
C 0.1718 1.5580 0.5996
P -0.9644 0.6940 1.8259
C -1.4063 -0.5391 0.5111
H -0.0782 -2.6074 -0.8446
H -0.5393 -1.3661 -1.6396
H 0.3662 0.6818 -1.3515
H 1.8458 0.5061 -0.5271
H 0.8883 2.0275 1.2378
H -0.4982 2.3714 0.0294
H -0.0875 -0.2526 2.2042
H -1.9790 -0.0786 -0.4264
H -1.8714 -1.4730 0.8581
```

**HOMO energy**: -8.6237 eV
**Total charge**: 0
**Largest force on an atom**: 3.80 eV/Å
**HOMO-LUMO gap**: 9.707 eV
**Energy relative to the best compared isomer or geometry (same formula, charge and spin)**: 54.6 kcal per mole
**Electronic energy**: -15523.0338 eV
**Structure (SMILES)**: NN1CCPC1

Mulliken charges, unit e, in atom order:
1 N -0.770
2 N -0.056
3 C -0.404
4 C -0.661
5 P -0.094
6 C -0.622
7 H 0.273
8 H 0.225
9 H 0.261
10 H 0.401
11 H 0.372
12 H 0.294
13 H 0.034
14 H 0.368
15 H 0.379

Record 8
# C3H9N2P

The molecule C3H9N2P (ωB97M-V/def2-TZVPD, the OMol25 dataset).

The geometry in XYZ format:
```
15
C3H9N2P ωB97M-V/def2-TZVPD
C 2.0463 -0.8210 0.1071
C 1.9003 0.5866 0.4032
C -2.7420 0.5964 -0.3582
N 0.9270 -0.1000 -0.4279
N -1.8761 0.0616 0.6038
P -0.9250 -1.1515 0.1762
H 2.9004 -0.9156 -0.5322
H 1.8074 -1.6500 0.8007
H 1.4751 0.9708 1.3344
H 2.5375 1.1737 -0.1165
H -2.3256 1.4592 -0.8243
H -3.0081 0.0031 -1.2081
H -3.5893 1.0178 0.0817
H 1.0304 0.1987 -1.3968
H -0.1583 -1.4299 1.3569
```

**HOMO energy**: -7.6870 eV
**Total charge**: 0
**Largest force on an atom**: 3.96 eV/Å
**HOMO-LUMO gap**: 8.434 eV
**Energy relative to the best compared isomer or geometry (same formula, charge and spin)**: 64.3 kcal per mole
**Electronic energy**: -15522.6150 eV

Mulliken charges, unit e, in atom order:
1 C -0.381
2 C -0.310
3 C -0.833
4 N -0.344
5 N -0.370
6 P 0.098
7 H 0.237
8 H 0.225
9 H 0.197
10 H 0.318
11 H 0.272
12 H 0.343
13 H 0.306
14 H 0.253
15 H -0.010

Record 9
# C3H9N2S

The ion C3H9N2S with charge -1 (ωB97M-V/def2-TZVPD, the OMol25 dataset).

The geometry in XYZ format:
```
15
C3H9N2S ωB97M-V/def2-TZVPD
N 2.1726 -0.8564 1.6940
C 1.5254 -1.0777 0.3984
C 0.3186 -0.1611 0.1755
N 0.4802 1.2852 0.4913
C -0.5001 -0.4337 -1.0381
S -2.1119 0.5626 -1.0639
H 3.1674 -0.9457 1.7967
H 1.8256 0.0100 2.0760
H 2.2587 -0.9518 -0.4160
H 1.1154 -2.0801 0.3054
H -0.3184 -0.4917 1.0264
H 0.8883 1.4266 1.4019
H -0.4682 1.6535 0.3998
H -0.8203 -1.4840 -0.8827
H -0.0071 -0.4858 -2.0114
```

**HOMO energy**: -2.4486 eV
**Total charge**: -1
**Largest force on an atom**: 3.00 eV/Å
**HOMO-LUMO gap**: 6.367 eV
**Energy relative to the best compared isomer or geometry (same formula, charge and spin)**: 21.5 kcal per mole
**Electronic energy**: -17072.5949 eV
**Structure (SMILES)**: NC[C@@H](N)C[S-]

Mulliken charges, unit e, in atom order:
1 N -0.503
2 C -0.496
3 C 0.121
4 N -0.720
5 C -0.775
6 S -0.686
7 H 0.191
8 H 0.159
9 H 0.318
10 H 0.238
11 H 0.230
12 H 0.199
13 H 0.205
14 H 0.203
15 H 0.317

Record 10
# C3H9N2S

A cluster of 2 separate species, C3H9N2S in total (ωB97M-V/def2-TZVPD, the OMol25 dataset).

The geometry in XYZ format:
```
15
C3H9N2S ωB97M-V/def2-TZVPD
C -2.4608 0.3285 0.5453
C 3.6607 -0.0448 0.6538
C 3.0812 -0.3074 -0.5690
N -3.6036 0.9038 0.6448
N -1.8274 -0.1043 -0.5350
S -0.1156 -0.6948 -0.8376
H -1.8861 0.0446 1.3629
H 3.2974 0.0846 1.6207
H 4.6274 0.3055 0.5915
H -0.5642 -1.8949 -1.1818
H 2.1186 -0.7544 -0.8774
H 3.8757 -0.3799 -1.3135
H -4.1708 0.9018 1.4720
H -4.0161 1.3409 -0.1672
H -2.0163 0.2707 -1.4095
```

**HOMO energy**: -12.6787 eV
**Total charge**: +1
**Largest force on an atom**: 4.27 eV/Å
**HOMO-LUMO gap**: 8.528 eV
**Energy relative to the best compared isomer or geometry (same formula, charge and spin)**: 72.3 kcal per mole
**Electronic energy**: -17063.0318 eV

Mulliken charges, unit e, in atom order:
1 C 0.258
2 C -0.510
3 C -0.073
4 N -0.263
5 N -0.424
6 S 0.004
7 H 0.370
8 H 0.300
9 H 0.236
10 H 0.194
11 H -0.126
12 H 0.210
13 H 0.264
14 H 0.247
15 H 0.314